No. 1
Density functional theory data (ωB97M-V/def2-TZVPD) for C30H24BrN8O4S2Tl as an isolated structure.

Last column: Mulliken charge in e.
Cartesian coordinates (Å):
C1 -3.476 3.115 -0.840  -0.4445
H1 -1.533 3.490 -3.326  0.4478
C2 4.365 -2.502 1.194  -0.5807
H2 -6.148 1.072 -0.757  0.3623
N1 1.696 1.372 1.985  0.6105
C3 -4.794 2.715 -0.978  -0.4581
H3 1.003 -1.733 -1.323  0.2708
C4 0.201 -2.247 -1.834  0.1823
H4 4.859 -3.394 1.563  0.3860
H5 -0.825 -2.977 -4.961  0.4428
C5 1.621 -0.131 6.161  -0.6483
C6 1.474 0.027 4.792  -0.1015
C7 2.876 -0.035 6.751  -0.3756
S1 1.440 -1.412 -4.113  1.3433
N2 3.072 -0.242 0.283  -0.1155
H6 -3.200 -3.134 -0.229  0.3323
H7 2.988 -0.157 7.822  0.3579
C8 -1.902 -3.462 -3.157  -0.7907
H8 3.806 -1.817 3.148  0.4048
S2 1.219 4.259 1.130  -0.5202
C9 -2.506 1.848 -4.331  -0.6639
N3 -3.061 -3.749 -1.025  -0.7307
C10 -0.861 -2.746 -1.111  -0.8117
N4 1.113 0.109 -3.775  -0.5029
N5 -1.079 -0.037 -4.658  -0.4055
Tl1 1.324 1.613 -0.915  0.9705
C11 -0.836 -2.949 -3.881  -0.1164
C12 -0.086 0.652 -4.042  0.3875
H9 -3.031 -0.020 -5.263  0.3747
C13 0.213 -2.332 -3.221  -0.6496
O1 2.720 -1.692 -3.484  -0.7381
H10 4.968 0.303 6.405  0.3531
H11 -0.610 4.822 3.047  0.1992
C14 -2.484 2.251 -0.412  0.4954
H12 3.501 -0.878 -1.627  0.6158
C15 3.984 0.220 5.957  -0.6384
C16 -5.122 1.405 -0.655  -0.5213
O2 -2.214 -1.064 0.994  -0.8222
H13 4.698 -2.923 -0.904  0.4538
H14 -4.379 -0.488 0.071  0.3202
H15 -3.477 2.315 -4.420  0.3897
N6 -0.480 3.828 3.102  -0.4129
C17 4.289 -2.248 -0.164  -0.7250
H16 -3.900 -3.761 -1.588  0.2355
H17 -0.908 -2.595 -0.040  0.5587
C18 3.835 0.374 4.585  -0.0313
C19 -1.767 -0.075 0.381  -0.1179
H18 -5.543 3.413 -1.328  0.3763
H19 4.700 0.582 3.966  0.4658
C20 -1.944 -3.325 -1.771  0.6798
H20 -2.742 -3.916 -3.675  0.2699
C21 -1.429 2.483 -3.725  -0.0912
H21 0.498 -0.036 4.330  0.5104
C22 -2.248 0.564 -4.781  -0.1567
H22 0.749 -0.325 6.775  0.3630
C23 2.435 0.460 2.512  -0.5143
C24 -2.820 0.940 -0.090  0.5140
O3 -0.574 0.152 0.068  -0.3622
C25 3.783 -1.617 2.086  -0.5535
C26 2.582 0.277 3.984  -0.1100
H23 -0.736 3.343 3.945  0.2171
Br1 -3.026 4.919 -1.264  -0.1973
O4 1.325 -1.781 -5.509  -0.7886
N7 -0.244 1.925 -3.577  -0.4055
C27 3.622 -1.099 -0.568  -0.3683
N8 0.942 2.110 2.820  -0.9018
H24 -1.462 2.593 -0.313  0.3004
C28 -4.145 0.532 -0.203  -0.6376
C29 0.554 3.296 2.378  0.1841
C30 3.135 -0.478 1.599  0.6339

Summary:
HOMO: -0.0842 Eh
frontier orbital gap: 6.452 eV
energy relative to the best compared isomer or geometry (same formula, charge and spin): 10.5 kcal/mol
net charge: -2

No. 2
Density functional theory data (ωB97M-V/def2-TZVPD) for C30H24Cl6GaN4O5S2 as an isolated structure.

Last column: Mulliken charge in e.
Cartesian coordinates (Å):
O1 -4.690 -2.449 -3.169  -0.5644
H1 3.297 0.788 -1.569  -0.0175
N1 0.746 -1.523 -2.093  0.4744
S1 -1.452 -1.525 0.946  1.6562
C1 -4.176 -1.551 0.873  -0.5511
H2 -4.102 -2.096 -0.056  0.5037
C2 4.962 4.182 0.716  -0.3118
H3 4.792 -2.365 -1.261  0.4122
C3 2.438 0.579 0.989  1.4801
H4 3.750 -2.847 0.079  0.5429
C4 -1.763 2.001 -2.465  -0.4589
H5 6.152 2.396 0.481  0.4307
C5 -6.866 -0.150 3.149  -1.4328
H6 -7.396 -1.050 3.464  0.3280
C6 -4.350 -0.154 3.279  -0.9404
H7 -4.421 0.378 4.219  0.3675
Cl1 -3.138 -3.533 -5.406  -0.0453
Ga1 -1.174 -1.292 -1.774  -0.0096
Cl2 1.806 3.094 -1.712  -0.1367
N2 -0.971 -0.342 -0.035  0.9129
N3 -1.468 0.884 -1.800  0.3179
H8 2.548 -1.108 4.440  0.4812
C7 -1.843 1.993 0.287  -0.9930
H9 -6.786 0.513 4.008  0.3575
H10 3.758 -1.529 -3.378  0.4712
H11 2.342 1.042 0.022  -0.0058
O2 -0.528 -1.735 2.017  -0.6619
C8 4.272 2.463 -0.677  -0.1464
H12 -2.200 -0.250 3.326  0.5331
H13 5.536 4.780 1.405  0.4518
N4 2.814 -1.805 -1.464  0.2648
C9 -2.116 3.160 -1.804  -0.8705
C10 2.838 -1.554 -2.821  -0.7900
H14 1.228 -1.951 -0.045  0.7494
O3 -1.519 -2.608 -0.078  -0.7076
C11 3.983 -2.037 -0.611  -1.0353
H15 4.813 1.228 -2.328  0.3968
C12 1.549 0.979 1.971  -1.5043
C13 -3.034 -1.185 1.577  -0.0683
C14 1.553 -1.388 -3.209  -0.3664
C15 4.449 -0.817 0.189  -0.2644
Cl3 4.533 -2.261 2.865  -0.2165
C16 2.523 -0.617 3.478  -0.8673
C17 3.418 -0.979 2.485  0.8041
H16 -6.307 -1.493 0.864  0.4460
C18 -3.541 -2.158 -3.042  0.2441
C19 -1.470 0.883 -0.453  0.3443
H17 5.299 -1.204 0.750  0.6053
Cl4 0.483 0.860 4.448  -0.2100
C20 3.256 3.356 -0.816  0.8095
H18 -1.863 1.953 1.368  0.6224
S2 3.476 4.778 0.111  -0.1807
C21 3.422 -0.380 1.222  -0.8994
C22 4.311 1.128 -1.362  0.1642
C23 1.601 0.378 3.213  0.3042
Cl5 -1.524 -1.240 -4.614  -0.1205
C24 -3.104 -0.493 2.782  -0.6105
C25 -2.173 3.140 -0.414  -0.5909
C26 -5.514 -0.502 2.597  1.0308
H19 -2.357 4.053 -2.363  0.4747
Cl6 -1.362 -3.716 -3.102  -0.0753
C27 5.264 2.953 0.222  -1.1936
H20 -2.466 4.031 0.127  0.4938
C28 -2.480 -2.682 -4.070  0.7243
H21 0.822 1.751 1.766  0.6173
H22 -7.479 0.339 2.391  0.3649
O4 -3.010 -1.416 -2.108  -0.5005
O5 5.061 0.173 -0.622  -0.4429
C29 -5.408 -1.207 1.397  -0.8819
H23 1.160 -1.204 -4.191  0.5055
C30 1.545 -1.780 -1.062  -0.4774
H24 -1.746 1.942 -3.546  0.4620

Summary:
HOMO: -0.4092 Eh
frontier orbital gap: 8.652 eV
energy relative to the best compared isomer or geometry (same formula, charge and spin): 0.0 kcal/mol
net charge: +1

No. 3
Density functional theory data (ωB97M-V/def2-TZVPD) for C30H24N8PtSe as an isolated structure in a non-equilibrium geometry.

Last column: Mulliken charge in e.
Cartesian coordinates (Å):
C1 -2.207 2.231 1.080  -0.2270
C2 -3.259 1.136 -0.659  0.8655
C3 -0.848 -0.166 3.134  -0.1587
C4 0.522 3.258 -3.133  -0.8846
H1 -4.108 -0.549 -1.628  0.6920
H2 5.772 0.309 1.093  0.6167
C5 1.387 0.025 2.597  0.1431
C6 0.044 2.725 -4.321  -0.5069
H3 0.828 2.849 -1.042  0.5392
H4 -5.203 3.656 0.497  0.4842
C7 0.730 -0.123 4.925  -0.6166
N1 5.374 0.227 3.737  -0.8150
H5 -2.938 -2.192 -0.575  0.5735
C8 -1.027 -2.910 -1.139  0.5733
C9 2.402 0.151 1.561  0.0844
H6 -1.868 -0.225 2.780  0.5891
H7 -0.462 -1.352 -3.053  0.4821
N2 -0.095 1.268 -2.000  0.2023
C10 -0.537 1.467 -4.318  -1.0714
H8 0.113 3.290 -5.241  0.4903
H9 -1.392 -0.271 5.211  0.4846
C11 -0.613 0.762 -3.121  0.7667
C12 0.220 -4.952 -1.090  -0.4424
C13 -4.357 2.988 0.398  -0.4052
H10 2.520 0.274 -1.701  0.5479
H11 0.955 4.245 -3.093  0.4960
N3 1.999 0.192 0.283  -0.0593
H12 -5.197 1.866 -1.229  0.5466
H13 0.310 -6.011 -1.303  0.4870
H14 -0.940 1.043 -5.224  0.5724
C14 4.157 0.149 3.273  1.1103
N4 0.103 -0.056 2.215  0.0552
C15 3.137 0.049 4.314  1.0830
C16 -4.360 1.990 -0.557  -1.0432
C17 1.103 -2.905 -0.246  -0.0199
H15 -1.767 -4.776 -1.892  0.5204
H16 0.988 -0.144 5.974  0.6148
N5 -0.017 -2.260 -0.558  0.0921
C18 -1.253 -0.593 -3.013  -1.1951
C19 -3.221 0.088 -1.740  -1.5366
C20 -0.939 -4.271 -1.417  -1.1219
C21 4.270 0.310 -0.452  -1.0421
C22 -0.583 -0.195 4.500  -1.0393
C23 2.900 0.267 -0.689  -0.3311
H17 -3.332 0.605 -2.700  0.5193
N6 -2.221 1.264 0.165  0.0884
C24 4.719 0.284 0.854  -0.6742
C25 -2.279 -2.136 -1.450  -0.9448
Se1 5.382 0.173 5.498  0.5440
C26 1.746 -0.014 3.964  -0.0242
C27 0.444 2.481 -1.986  -0.2013
H18 2.192 -4.751 -0.235  0.4872
C28 1.267 -4.259 -0.498  -0.9389
H19 -3.206 3.898 1.982  0.4844
C29 -3.254 3.124 1.233  -0.8866
H20 -2.808 -2.621 -2.283  0.5809
N7 3.624 0.060 5.524  -0.8144
Pt1 -0.328 -0.005 -0.103  2.0530
H21 -1.327 2.303 1.706  0.5301
C30 3.777 0.204 1.889  -0.0156
H22 1.904 -2.332 0.200  0.4228
H23 -1.912 -0.772 -3.872  0.6471
N8 -1.995 -0.733 -1.753  0.4432
H24 4.964 0.363 -1.277  0.5032

Summary:
HOMO (spin up / spin down): -0.7057 / -0.6820 Eh
frontier orbital gap (spin up / spin down): 4.155 / 2.542 eV
energy relative to the best compared isomer or geometry (same formula, charge and spin): 51.3 kcal/mol
net charge: +4

Which of these has the highest net charge? C30H24N8PtSe